# 1
A molecular structure, C29H28AsF6GeNO8PSTi, computed with ωB97M-V/def2-TZVPD.

Atoms and positions in Å:
Ti (-0.32172, -0.19226, -0.47319)
O (-0.17395, -6.10675, 1.15415)
C (-0.15898, -4.83167, 0.67166)
C (-1.16139, -4.36193, -0.16668)
C (-1.08023, -3.05197, -0.59528)
N (-0.08843, -2.26415, -0.21170)
C (0.88297, -2.71147, 0.57584)
C (0.89301, -4.00482, 1.05188)
C (1.88501, -1.62253, 0.91097)
O (2.87835, -1.88635, 1.57790)
O (1.53491, -0.48669, 0.44109)
C (-2.06253, -2.34623, -1.51721)
O (-2.94087, -3.00039, -2.06321)
O (-1.77335, -1.11313, -1.67436)
H (-0.95406, -6.54958, 0.80200)
H (-1.99539, -4.97220, -0.49233)
H (1.68145, -4.33918, 1.71024)
O (-4.28863, 0.72214, 0.06704)
S (-2.95388, 0.62050, 0.59063)
O (-1.91247, 1.28563, -0.22202)
O (-2.48843, -0.73248, 0.92278)
C (-2.99580, 1.46004, 2.17147)
C (-4.18571, 2.04686, 2.57264)
C (-4.30240, 2.57610, 3.84753)
C (-3.23482, 2.48587, 4.73135)
C (-2.04708, 1.90126, 4.32329)
C (-1.89354, 1.40943, 3.02708)
P (-0.31771, 0.65333, 2.44803)
C (-0.19103, -0.72376, 3.67287)
C (0.50525, -0.63282, 4.87769)
C (0.57264, -1.71740, 5.74175)
C (-0.05671, -2.91007, 5.41856)
C (-0.76112, -3.00864, 4.22625)
C (-0.82847, -1.92745, 3.36058)
C (0.98622, 1.79496, 3.03338)
C (2.30171, 1.33568, 2.92192)
C (3.36092, 2.15049, 3.28532)
C (3.12824, 3.44047, 3.74253)
C (1.83041, 3.91871, 3.80742)
C (0.76566, 3.10487, 3.44630)
H (-5.01259, 2.06053, 1.87585)
H (-5.23141, 3.03859, 4.15807)
H (-3.32765, 2.87081, 5.74025)
H (-1.21842, 1.82471, 5.01669)
H (1.00984, 0.28843, 5.13685)
H (1.12764, -1.62951, 6.66868)
H (0.00518, -3.76035, 6.08763)
H (-1.24934, -3.93891, 3.95986)
H (-1.37896, -2.00617, 2.43153)
H (2.50190, 0.34501, 2.53206)
H (4.37402, 1.77925, 3.18817)
H (3.95914, 4.08383, 4.00837)
H (1.64057, 4.94377, 4.10153)
H (-0.23247, 3.51696, 3.43651)
F (0.71978, 2.17220, -0.08105)
As (0.60620, 3.90084, -0.38414)
F (-0.62192, 3.64446, -1.57230)
F (1.82541, 3.76117, -1.61708)
F (0.50960, 5.62811, -0.65025)
F (1.85546, 4.16595, 0.80111)
F (-0.59842, 4.02455, 0.86824)
C (0.60895, -2.75597, -3.54888)
Ge (0.44108, -0.80686, -3.86979)
C (-1.28393, -0.45752, -4.75189)
C (1.82889, -0.42694, -5.24371)
C (0.75932, 0.22668, -2.27963)
H (0.97340, -3.26412, -4.44536)
H (-0.35004, -3.19973, -3.27451)
H (1.32230, -2.93689, -2.74090)
H (-1.19484, -0.54887, -5.83818)
H (-1.61136, 0.55391, -4.50887)
H (-2.04469, -1.14746, -4.38991)
H (1.65800, -1.02391, -6.14471)
H (2.82476, -0.65535, -4.85763)
H (1.80773, 0.63025, -5.51520)
H (0.56380, 1.28359, -2.49950)
H (1.83091, 0.16573, -2.05233)

Results
E_HOMO (spin up / spin down) (eV): -2.06 / -3.06
ΔE to the lowest compared entry with this formula, charge and spin (eV): 0.0000
Lowest unoccupied orbital energy (spin up / spin down) (eV): 3.845 / 3.845
Total charge: -2
HOMO-LUMO gap (spin up / spin down) (eV): 5.90 / 6.91
<S²>: 0.76
Multiplicity: 2
E_tot (eV): -225307.7133


# 2
A molecular structure, C29H28AuN4OP2, computed with ωB97M-V/def2-TZVPD.

Atoms and positions in Å:
Au (0.18838, -0.67569, 1.63302)
N (0.64222, 0.20720, -1.47378)
P (-0.91475, 0.93234, -1.31638)
C (-1.17277, 1.52757, -3.01630)
C (-2.06947, 0.82425, -3.81708)
C (-2.27037, 1.19687, -5.13938)
C (-1.57762, 2.27681, -5.66475)
C (-0.68576, 2.98847, -4.87075)
C (-0.48562, 2.61754, -3.55135)
C (-0.55096, 2.50015, -0.44014)
C (-1.60526, 3.39913, -0.25717)
C (-1.42895, 4.55155, 0.49174)
C (-0.19820, 4.81913, 1.08342)
C (0.85340, 3.93296, 0.91164)
C (0.67767, 2.77933, 0.15326)
P (1.07318, -1.01887, -0.40638)
C (2.86707, -1.08445, -0.52563)
C (3.62806, -0.36398, 0.39530)
C (5.00919, -0.35251, 0.29568)
C (5.63456, -1.06987, -0.71647)
C (4.88168, -1.79732, -1.62700)
C (3.49784, -1.80662, -1.53525)
C (0.44875, -2.55902, -1.10289)
C (0.00308, -2.63803, -2.41726)
C (-0.46026, -3.84900, -2.91478)
C (-0.47479, -4.97377, -2.10445)
C (-0.03050, -4.89497, -0.78953)
C (0.42352, -3.68861, -0.28502)
H (1.37950, 0.64150, -2.01462)
H (-2.61494, -0.01504, -3.40050)
H (-2.97153, 0.64922, -5.75503)
H (-1.73629, 2.57153, -6.69374)
H (-0.15206, 3.83554, -5.28120)
H (0.19749, 3.18701, -2.93085)
H (-2.56914, 3.20007, -0.71421)
H (-2.24944, 5.24806, 0.60871)
H (-0.06084, 5.71913, 1.66793)
H (1.81595, 4.13866, 1.36160)
H (1.51084, 2.09977, 0.01929)
H (3.13821, 0.17181, 1.20121)
H (5.59866, 0.20422, 1.01164)
H (6.71405, -1.06876, -0.78889)
H (5.37154, -2.36470, -2.40684)
H (2.91153, -2.38249, -2.24094)
H (0.01833, -1.75925, -3.04994)
H (-0.81034, -3.91059, -3.93670)
H (-0.83783, -5.91536, -2.49473)
H (-0.04571, -5.77166, -0.15608)
H (0.75319, -3.62532, 0.74699)
C (-2.43977, -2.73848, 5.81213)
N (-2.10782, -1.48940, 5.12359)
C (-2.69037, -0.32211, 5.47671)
C (-2.43189, 0.83694, 4.83735)
C (-1.50670, 0.79203, 3.75523)
N (-0.94166, -0.36260, 3.39694)
C (-1.23043, -1.55485, 4.04108)
O (-0.75460, -2.60764, 3.67626)
N (-1.17411, 1.90470, 3.10424)
H (-2.69106, -2.51382, 6.84546)
H (-1.57647, -3.39380, 5.77514)
H (-3.27879, -3.23241, 5.32410)
H (-3.37664, -0.37434, 6.31120)
H (-2.89657, 1.76113, 5.14074)
H (-1.61300, 2.77954, 3.32965)
H (-0.55464, 1.88118, 2.30474)

Results
E_HOMO (eV): -11.02
Lowest unoccupied orbital energy (eV): -2.408
Total charge: +1
HOMO-LUMO gap (eV): 8.61
E_tot (eV): -60803.5334


# 3
A molecular structure, C29H28Br4LuN6O2P, computed with ωB97M-V/def2-TZVPD.

Atoms and positions in Å:
Lu (-1.54279, -1.13280, 0.55085)
C (2.13396, -2.29887, 1.09644)
C (1.68748, -2.71144, -0.23364)
C (2.58282, -3.45817, -1.07756)
C (2.19085, -3.71598, -2.41527)
C (0.90004, -3.36710, -2.83141)
C (-0.02013, -2.86882, -1.86418)
N (0.44764, -2.40495, -0.65966)
C (-1.43018, -2.73190, -2.18503)
C (-1.89936, -3.08983, -3.43975)
C (-3.24193, -2.92039, -3.72206)
C (-4.13988, -2.30287, -2.83132)
C (-3.60847, -1.90730, -1.54403)
N (-2.30892, -2.25573, -1.24438)
C (-4.35596, -1.06051, -0.65165)
C (-5.60789, -0.53614, -1.09264)
C (-6.31337, 0.26259, -0.14784)
C (-5.76040, 0.48580, 1.09843)
C (-4.57623, -0.14965, 1.52709)
C (-4.05268, 0.13036, 2.86935)
N (-3.84061, -0.83332, 0.60661)
H (1.66950, -2.88012, 1.88164)
H (3.20323, -2.42643, 1.21901)
H (1.84000, -1.29397, 1.30575)
H (3.48182, -3.80494, -0.56366)
H (2.97230, -4.14525, -3.11035)
H (0.53344, -3.63374, -3.82464)
H (-1.20032, -3.55837, -4.09229)
H (-3.71368, -3.23908, -4.67190)
H (-5.16927, -2.06067, -3.07737)
H (-6.07009, -0.58245, -2.06369)
H (-7.16606, 0.77114, -0.47440)
H (-6.27143, 1.14538, 1.77910)
H (-3.11954, -0.48367, 3.05731)
H (-4.75236, -0.05251, 3.68238)
H (-3.70043, 1.19605, 3.06049)
Br (-0.25514, 1.11175, 6.73368)
C (0.23733, -0.05603, 5.27613)
C (0.27632, -1.47021, 5.33371)
Br (0.90381, -2.19193, 6.98780)
C (-0.18224, -2.32168, 4.29361)
Br (-0.19750, -4.21739, 4.47476)
C (-0.54709, -1.71143, 3.07631)
O (-1.18020, -2.34840, 2.07341)
C (-0.26356, -0.33350, 2.94408)
O (-0.46355, 0.21794, 1.71122)
C (0.21769, 0.51609, 4.01321)
Br (0.88273, 2.22149, 3.82399)
C (3.86526, 4.22240, -0.14066)
N (4.24685, 2.79265, -0.50079)
C (4.43250, 2.69816, -2.00920)
N (3.27042, 3.12925, -2.73903)
C (2.87578, 4.51106, -2.33444)
N (2.69464, 4.73123, -0.85282)
C (1.43925, 4.03781, -0.39328)
P (1.37342, 2.22146, -0.69715)
C (3.11361, 1.87298, 0.01366)
C (2.11540, 2.28200, -2.43927)
H (4.69375, 4.87930, -0.43036)
H (3.79058, 4.24252, 0.91129)
H (5.04899, 2.53964, 0.03812)
H (4.61647, 1.70275, -2.32169)
H (5.26100, 3.28940, -2.31878)
H (1.96271, 4.76421, -2.82731)
H (3.67856, 5.18025, -2.57992)
H (0.55659, 4.49835, -0.90157)
H (1.43458, 4.16261, 0.67812)
H (3.54290, 0.89451, -0.20582)
H (3.08941, 1.92777, 1.10480)
H (1.32740, 2.67467, -3.08753)
H (2.36019, 1.24395, -2.62405)

Results
E_HOMO (eV): -11.65
ΔE to the lowest compared entry with this formula, charge and spin (eV): 0.1627
Lowest unoccupied orbital energy (eV): -6.227
Total charge: +2
HOMO-LUMO gap (eV): 5.43
E_tot (eV): -366630.0946


Q: Among the records above, which one has the highest E_tot?
A: C29H28AuN4OP2


Q: Which formula does entry 3 have?
A: C29H28Br4LuN6O2P


Q: Which value of E_tot does entry 2 give?
A: -60803.5334 eV


Q: total charge of number 1 (C29H28AsF6GeNO8PSTi)?
A: -2